This record from the OMol25 dataset describes a single C3H5P molecule. The level of theory is wB97M-V/def2-TZVPD.

Computed properties:
Frontier orbital gap, eV: 9.43
Energy relative to the best compared isomer or geometry (same formula, charge and spin), kJ/mol: 8.6
HOMO, eV: -8.93

The geometry in XYZ format:
```
9
Properties=species:S:1:pos:R:3:forces:R:3
C 0.16360 -0.36050 -1.15218 2.6180 -2.3075 -0.6428
P 1.61897 -0.83119 -0.36155 -2.2836 1.0034 0.1747
C 0.48878 0.01962 0.98280 -1.0980 -0.2523 -0.1582
C -0.61241 0.22236 -0.11903 -1.0499 -0.1143 1.8847
H -0.17505 -0.58896 -2.12360 -0.2000 0.0214 -1.2852
H 0.83279 1.03822 1.19483 0.2528 -0.5118 0.8382
H 0.04566 -0.56575 1.84415 1.1473 0.7546 -0.7242
H -0.71153 1.26608 -0.31237 -0.5503 1.0913 -0.0593
H -1.65080 -0.19989 0.04695 1.1635 0.3152 -0.0279
```
Positions in Å, forces in eV/Å.

This record from the OMol25 dataset describes a 3-piece molecular cluster, C4H14N2O2 overall. The level of theory is wB97M-V/def2-TZVPD.

Computed properties:
Frontier orbital gap (spin up / spin down), eV: 3.03 / 8.26
Total charge: -1
Energy relative to the best compared isomer or geometry (same formula, charge and spin), kJ/mol: 71.2
HOMO (spin up / spin down), eV: 0.48 / -4.80
Multiplicity: 2

The geometry in XYZ format:
```
22
Properties=species:S:1:pos:R:3:forces:R:3
C 1.51556 0.99166 0.87427 0.4052 -0.9282 0.1337
C 1.24039 -0.52185 1.10765 -0.2025 0.5275 0.8238
C 0.14764 -1.16814 0.30763 -0.9103 -1.2563 -1.6717
C -0.24512 -2.40792 0.66130 0.0508 -1.3323 2.3585
N -0.44012 -0.60641 -0.81915 1.2599 0.0223 1.3343
N 1.93721 1.35190 -0.45802 -0.2959 0.4200 0.3740
H 0.62611 1.57115 1.12042 -0.0223 0.0284 0.0132
H 2.31716 1.27253 1.57200 -0.2605 0.0739 0.0743
H 0.97386 -0.76438 2.14470 -0.4395 0.7647 0.2042
H 2.14843 -1.12180 1.14041 0.3781 0.0994 -1.1366
H -0.89197 -3.19229 0.28104 -0.2974 0.8736 -1.1528
H 0.01697 -2.80720 1.65626 0.5041 0.6046 -0.2991
H -0.06537 0.20351 -1.28327 -0.5482 0.0034 -0.0876
H -1.29006 -1.04219 -1.10782 -0.1414 0.1710 -0.4943
H 2.78028 0.90426 -0.77024 -0.1578 -0.2240 -0.2434
H 1.17033 1.43910 -1.12669 0.8010 0.1969 -0.0322
H -3.13111 -0.85367 0.96992 0.5764 -0.6194 0.3810
H -3.64452 0.24263 0.15005 -0.2412 0.3483 -0.0205
O -3.87444 -0.26047 0.94159 -0.2304 0.3076 -0.3585
H -0.45157 1.75627 -3.08482 -0.1531 0.2090 -0.0575
H -0.67794 2.91769 -2.06572 -0.0285 -0.1541 -0.1275
O -0.16173 2.09562 -2.21151 -0.0464 -0.1363 -0.0155
```
Positions in Å, forces in eV/Å.

This record from the OMol25 dataset describes C17H34AlBBr2KN5O8PS as an isolated structure. The level of theory is wB97M-V/def2-TZVPD.

Computed properties:
Frontier orbital gap, eV: 4.14
Total charge: +1
HOMO, eV: -9.75

The geometry in XYZ format:
```
71
Properties=species:S:1:pos:R:3:forces:R:3
C 1.32350 1.17278 4.33758 -0.1733 0.2468 0.1802
C 0.51691 2.24783 3.52237 1.3177 -0.4889 0.2180
O 0.78364 2.06304 2.11452 -0.5052 -0.2918 -0.1570
C -0.41523 1.99751 1.37088 0.0785 0.9507 0.2649
C -0.19559 1.71651 -0.15097 -0.5330 0.7881 -0.2443
C 0.28053 3.02979 -0.78985 -1.7198 -5.1017 2.4596
N 0.71329 3.95848 -1.23626 1.5568 3.6024 -1.8744
C -1.63768 1.40198 -0.76552 -0.1652 0.9620 -0.1733
N -2.75239 2.02576 0.00137 -0.1731 -1.4098 -0.4072
C -3.79016 1.05919 0.42656 -0.7651 0.8500 1.1906
C 0.82517 0.56902 -0.47589 0.2509 -1.9044 -0.3116
C 0.54175 -0.07045 -1.85135 0.8196 2.6272 5.2414
N 0.28602 -0.23500 -2.92704 -0.9821 -1.0135 -4.1544
C 0.57727 -0.57582 0.58768 -0.8719 -0.0354 0.4501
S 1.06425 -2.24470 -0.00210 -0.0234 -0.0853 0.2450
C 0.54872 -3.38762 1.36629 -0.7067 0.4739 1.0653
C -0.49067 -2.75622 2.34140 -0.4476 0.5295 -0.1830
B 2.37566 1.05467 -0.54185 1.1484 0.2282 -0.3701
O 3.11258 1.44881 0.55994 -1.2050 0.1290 -0.4613
O 3.02523 1.04691 -1.79601 -0.4140 -0.5621 1.3296
C 4.22543 0.24512 -1.78190 1.2448 -1.5459 -0.4225
C 3.94513 -1.29887 -1.68698 0.3175 0.2495 -0.5816
H 1.62522 0.31477 3.70380 -0.3896 0.4633 0.3124
H 0.72610 0.81581 5.20231 0.3501 0.0962 -0.5393
H 2.26162 1.60039 4.75410 -0.6251 -0.1994 -0.3658
H -0.57482 2.18604 3.69497 0.5911 0.1572 0.1277
H 0.95127 3.22895 3.80979 -0.8138 -0.3287 -0.2053
H -1.11792 1.25706 1.81150 0.3614 0.2325 -0.3631
H -0.89456 3.00451 1.43840 -0.0549 -0.8121 -0.1386
H -1.83721 0.29672 -0.84281 0.6451 1.0058 -0.0076
H -1.63140 1.89639 -1.76366 0.0323 -0.9558 0.3632
H -3.14495 2.82921 -0.47472 0.0729 -0.2493 0.0552
H -3.67586 0.72814 1.48485 0.1837 0.1570 -0.7468
H -3.91960 0.15513 -0.26513 3.8881 3.2409 7.3409
H -4.80130 1.61969 0.40831 1.2997 -0.9001 0.0589
H -0.52924 -0.61225 0.72936 0.7506 0.0117 -0.0039
H 1.01112 -0.34888 1.57695 0.0265 0.1270 -0.7232
H 0.06872 -4.27239 0.90407 0.5724 0.5025 0.0483
H 1.42864 -3.68483 1.97373 -0.4148 0.0798 -0.6587
H -0.89757 -3.48718 3.07276 0.5278 0.3696 -0.5378
H -0.07843 -1.88479 2.90100 -0.0937 -0.7203 -0.2613
H -1.37713 -2.34980 1.79557 0.5725 -0.4367 0.2094
H 3.49773 2.32346 0.39579 0.3456 -0.4114 0.1436
H 4.78970 0.38401 -2.72976 -0.6789 0.4531 0.4979
H 4.92226 0.48733 -0.95490 -0.5818 0.3617 -0.3787
H 2.93576 -1.54921 -2.07666 0.6060 0.1659 0.4137
H 4.66485 -1.82137 -2.35895 -0.4263 0.3544 0.4843
H 4.11956 -1.69762 -0.67010 -0.4550 0.2697 -0.4957
C 4.32437 3.67312 -4.42884 0.1689 -0.8331 1.3271
O 5.51314 3.65759 -4.22359 0.0035 0.3569 -0.5065
N 3.42001 3.04894 -3.65090 0.1338 0.3622 -0.3165
N 3.78101 4.35884 -5.52264 -0.1235 0.9992 -0.8958
H 2.43039 3.06090 -3.82057 -0.0035 -0.1257 0.1303
H 3.76983 2.54031 -2.85110 -0.3137 -0.0301 -0.1350
H 4.43617 4.83113 -6.12887 0.3533 -0.3679 0.1453
H 2.79741 4.38517 -5.72422 -0.1298 -0.8483 0.5252
K -4.64984 -0.11748 -1.51780 -4.1999 -2.7496 -8.4157
O -5.91125 -2.57376 -5.93871 -0.0600 -0.6067 -0.0010
P -4.42571 -2.45668 -5.62770 0.3607 0.5942 0.4890
O -4.10565 -2.96707 -4.22701 -0.4632 0.4233 0.5239
O -4.02240 -0.98310 -5.72729 0.3805 -0.2136 0.1050
O -3.68070 -3.30040 -6.65132 -0.2794 0.2712 -0.5075
Al 2.60780 5.88364 -7.17497 -0.1659 0.5963 -0.4641
Br -1.60269 -5.42882 4.88663 -0.0353 0.0072 0.0591
C -3.11531 -4.61328 5.80310 0.1920 -0.2100 0.1043
C -4.42424 -5.12077 5.25923 -0.1985 0.2166 -0.0173
Br -4.84718 -4.29346 3.54610 0.0369 -0.0765 -0.0154
H -3.00121 -3.53675 5.70713 -0.0820 -0.0579 -0.0291
H -2.99912 -4.89503 6.84853 -0.0628 -0.0138 -0.0439
H -5.24579 -4.84502 5.91863 0.0692 0.0085 0.0039
H -4.43494 -6.19605 5.10277 0.0781 0.0651 0.0006
```
Positions in Å, forces in eV/Å.

This record from the OMol25 dataset describes a 2-piece molecular cluster, C4H8NO2 overall. The level of theory is wB97M-V/def2-TZVPD.

Computed properties:
Frontier orbital gap, eV: 8.99
Total charge: +1
Energy relative to the best compared isomer or geometry (same formula, charge and spin), kJ/mol: 465.0
HOMO, eV: -14.42

The geometry in XYZ format:
```
15
Properties=species:S:1:pos:R:3:forces:R:3
C -1.04275 -0.55629 -0.55563 1.8184 -2.0115 1.8885
C -1.78216 0.98817 1.17831 0.3136 -0.0507 0.8189
C 2.06914 0.06697 0.30558 0.6113 0.1593 0.2330
C -1.41803 -0.25576 0.79332 -0.4058 1.1208 -0.5092
N 1.34233 -0.36032 -0.62568 -1.9820 -0.3398 1.8212
O -1.23420 0.34363 -1.41447 0.0251 0.4058 -1.9352
O 1.55037 -0.25907 -1.91448 1.9744 0.1662 -1.9131
H -0.61432 -1.61176 -0.68051 -1.1084 1.6816 -0.8693
H -1.52504 1.93736 0.66145 -0.6455 -0.9677 -0.0020
H -2.26447 1.06154 2.16838 0.5045 0.2656 -0.5187
H 2.52586 -0.25238 -2.04934 -0.5147 0.2827 -0.4684
H 1.49920 -0.22256 1.21976 1.5256 0.8814 -0.0110
H 3.07171 0.61597 0.16668 -1.5166 -0.9643 0.5042
H -0.87642 0.16889 -2.31737 -0.2130 -0.1430 0.5913
H -1.42750 -1.07709 1.47127 -0.3871 -0.4865 0.3697
```
Positions in Å, forces in eV/Å.

This record from the OMol25 dataset describes a single C5H6 molecule. The level of theory is wB97M-V/def2-TZVPD.

Computed properties:
Frontier orbital gap, eV: 10.41
Energy relative to the best compared isomer or geometry (same formula, charge and spin), kJ/mol: 202.8
HOMO, eV: -9.23

The geometry in XYZ format:
```
11
Properties=species:S:1:pos:R:3:forces:R:3
C -2.22378 0.03401 -0.21593 2.6090 0.1518 0.8998
C -1.08861 0.00544 0.25287 -3.8233 0.3310 -1.8924
C 0.26175 -0.06073 0.63964 1.4726 -0.0465 0.9427
C 1.18946 -0.72618 -0.34643 0.3992 -0.1807 -0.2858
C 1.32330 0.78047 -0.19347 0.4023 -2.5854 2.2349
H -3.15364 0.16806 -0.71715 -0.0641 -0.1306 0.2270
H 0.33510 -0.31277 1.74871 0.6030 0.7226 -1.5819
H 2.01423 -1.32390 0.06240 -0.4490 0.2449 -0.1681
H 0.75203 -1.13841 -1.26635 0.1332 0.2806 0.5371
H 1.03299 1.38752 -0.99584 -0.6422 0.8526 -0.6797
H 2.24655 1.02140 0.34819 -0.6406 0.3597 -0.2336
```
Positions in Å, forces in eV/Å.

This record from the OMol25 dataset describes a single C7H7NO3 molecule. The level of theory is wB97M-V/def2-TZVPD.

Computed properties:
Frontier orbital gap, eV: 8.42
Energy relative to the best compared isomer or geometry (same formula, charge and spin), kJ/mol: 636.6
HOMO, eV: -9.28

The geometry in XYZ format:
```
18
Properties=species:S:1:pos:R:3:forces:R:3
C -0.27585 -1.25683 2.13715 -2.9428 -2.3331 -5.4512
C -0.04870 -0.43115 0.88566 -1.9647 2.2828 2.4000
C 0.03458 -0.80553 -0.38244 1.3094 -4.1072 -2.5523
C 0.34933 -0.08304 -1.50187 -0.7636 -1.6485 0.6543
N 0.75696 -0.77778 -2.66116 4.9746 1.8750 -4.1192
O 0.59639 -1.96159 -2.81177 -0.4126 0.7726 0.0068
O 1.61092 -0.03957 -3.50022 -4.1348 -3.0225 3.4282
C 0.21251 1.22869 -1.48094 0.0723 2.1395 1.5537
C -0.13513 1.75697 -0.24375 -1.8665 0.3691 0.6890
C -0.34677 0.93632 0.92330 0.8237 3.6722 -1.0175
O -0.83371 1.77131 1.95144 2.1636 -3.7718 4.4843
H -0.16333 -2.32645 1.77542 0.5429 1.0889 1.3653
H -1.35549 -1.15488 2.29282 0.1995 0.0358 0.7417
H 0.29601 -0.82455 2.83130 2.2359 0.6417 3.2878
H -0.03313 -1.83040 -0.70304 0.2473 -0.8759 0.8302
H 0.43272 1.69533 -2.38398 0.0860 1.5854 -1.1147
H -0.59209 2.76712 -0.14588 1.0560 -0.5912 -0.1265
H -0.50523 1.33602 3.01796 -1.6261 1.8871 -5.0600
```
Positions in Å, forces in eV/Å.